# C49H53AgGe3N4O2S

A structure of composition C49H53AgGe3N4O2S (ωB97M-V/def2-TZVPD, OMol25).

## Properties
HOMO level: -0.531 eV
frontier orbital gap: 4.26 eV
E_tot: -246112.3624 eV
charge: -2
maximum force: 0.40 eV/Å
ΔE to the lowest compared entry with this formula, charge and spin: 0.0 kcal per mole

Each line ends with the Löwdin charge.
Cartesian coordinates (Å):
Ag  -1.147  -1.210  -0.410  0.50
C  0.651  -2.770  3.993  -0.21
C  -0.509  -2.650  3.005  -0.42
Ge  -0.117  -3.035  1.047  0.80
C  -0.318  -5.049  1.010  -0.43
C  0.350  -5.850  2.126  -0.22
C  1.873  -2.852  1.060  -0.26
C  2.635  -1.929  0.458  -0.33
Ge  2.021  -0.370  -0.634  0.79
C  1.671  -0.934  -2.498  -0.33
C  2.763  -1.698  -3.238  -0.18
C  3.540  0.951  -0.603  -0.32
C  4.951  0.691  -1.132  -0.17
C  4.110  -2.013  0.668  -0.28
C  4.947  -2.644  -0.252  -0.05
C  6.315  -2.729  -0.038  -0.11
C  6.884  -2.168  1.098  -0.13
C  6.064  -1.536  2.024  -0.11
C  4.694  -1.465  1.811  -0.05
H  0.351  -2.548  5.025  0.05
H  1.452  -2.075  3.728  0.05
H  1.093  -3.769  3.986  0.04
H  -0.913  -1.635  3.042  0.01
H  -1.333  -3.312  3.300  0.04
H  0.030  -5.392  0.031  0.03
H  -1.399  -5.230  1.021  0.03
H  1.428  -5.669  2.157  0.04
H  0.207  -6.933  2.019  0.04
H  -0.050  -5.566  3.102  0.04
H  2.438  -3.600  1.632  0.05
H  1.389  -0.026  -3.042  0.04
H  0.762  -1.539  -2.439  0.03
H  3.713  -1.158  -3.246  0.04
H  2.486  -1.894  -4.280  0.05
H  2.940  -2.669  -2.770  0.05
H  3.579  1.279  0.443  0.05
H  3.127  1.816  -1.132  0.02
H  5.496  -0.030  -0.524  0.03
H  5.542  1.614  -1.146  0.06
H  4.936  0.302  -2.154  0.05
H  4.513  -3.071  -1.147  0.10
H  6.942  -3.227  -0.768  0.09
H  7.954  -2.222  1.259  0.08
H  6.493  -1.095  2.916  0.09
H  4.053  -0.971  2.531  0.11
N  -5.007  -1.229  2.902  0.16
C  -4.501  -0.181  3.646  -0.19
C  -4.917  0.437  4.819  -0.04
C  -4.151  1.501  5.265  -0.12
C  -3.015  1.935  4.565  -0.10
C  -2.605  1.315  3.401  0.00
C  -3.362  0.241  2.941  -0.22
N  -3.189  -0.530  1.809  0.19
C  -4.177  -1.373  1.809  -0.27
C  -4.395  -2.365  0.756  -0.33
C  -5.188  -3.472  0.818  -0.38
S  -5.075  -4.332  -0.657  0.98
C  -3.978  -3.142  -1.257  -0.44
N  -3.718  -2.189  -0.423  0.02
H  -5.856  -1.735  3.068  0.14
H  -5.796  0.110  5.362  0.09
H  -4.441  2.016  6.173  0.09
H  -2.457  2.783  4.943  0.10
H  -1.747  1.651  2.833  0.11
H  -5.773  -3.832  1.648  0.06
H  -3.524  -3.203  -2.239  0.05
O  -2.780  -3.558  -4.718  -0.03
C  -2.324  -2.431  -4.538  -0.54
C  -1.878  -1.525  -5.702  -0.11
C  -1.529  -0.217  -5.009  -0.10
C  -1.780  -0.538  -3.529  -0.53
O  -1.645  0.302  -2.645  -0.04
N  -2.158  -1.820  -3.345  0.13
H  -2.685  -1.448  -6.433  0.10
H  -1.030  -1.999  -6.200  0.10
H  -2.153  0.628  -5.302  0.10
H  -0.489  0.094  -5.122  0.10
C  0.460  0.509  0.036  -0.52
Ge  0.014  2.269  -0.471  0.87
C  0.019  2.787  -2.384  -0.26
C  1.152  2.730  -3.191  -0.12
C  1.113  3.104  -4.530  -0.11
C  -0.071  3.553  -5.093  -0.12
C  -1.213  3.621  -4.305  -0.11
C  -1.164  3.241  -2.972  -0.11
C  -1.779  2.792  0.193  -0.26
C  -2.888  1.991  -0.086  -0.12
C  -4.149  2.323  0.393  -0.10
C  -4.327  3.462  1.166  -0.12
C  -3.239  4.277  1.444  -0.12
C  -1.980  3.945  0.954  -0.11
C  1.202  3.656  0.359  -0.27
C  1.678  3.455  1.656  -0.12
C  2.505  4.379  2.279  -0.11
C  2.889  5.533  1.605  -0.13
C  2.437  5.749  0.312  -0.11
C  1.600  4.819  -0.298  -0.11
H  0.444  0.447  1.132  -0.05
H  2.090  2.375  -2.784  0.08
H  2.012  3.036  -5.133  0.09
H  -0.107  3.840  -6.138  0.09
H  -2.150  3.957  -4.734  0.09
H  -2.072  3.270  -2.383  0.09
H  -2.764  1.099  -0.688  0.07
H  -4.989  1.673  0.174  0.10
H  -5.308  3.710  1.557  0.09
H  -3.366  5.169  2.049  0.09
H  -1.137  4.587  1.185  0.09
H  1.412  2.542  2.181  0.09
H  2.860  4.196  3.287  0.09
H  3.544  6.252  2.084  0.08
H  2.738  6.641  -0.226  0.09
H  1.252  5.001  -1.311  0.09